[1]
Here is a structure of composition CHGaLiO in a non-equilibrium geometry from the Open Molecules 2025 dataset. Energies are from ωB97M-V with the def2-TZVPD basis set.

## Properties
**HOMO**: -14.41 eV
**Lowest unoccupied orbital energy**: -7.17 eV
**Gap between HOMO and LUMO**: 7.25 eV
**E**: -55669.996 eV

```
! RIJCOSX wB97M-V def2-TZVPD def2/J DEFGRID3
* xyz 1 1
Li 1.67 0.84 -0.03
C 0.33 -0.27 -0.47
O 0.17 0.66 0.57
Ga -1.00 -0.77 1.03
H -1.16 -0.47 -1.11
*
```

Here are the Löwdin charges for atoms 1 to 4, given in e: atom 1 (Li): 0.7065, atom 2 (C): -0.1687, atom 3 (O): -0.4902, atom 4 (Ga): 0.7971

***

[2]
Here is a structure of composition CHI2NO2 in a non-equilibrium geometry from the Open Molecules 2025 dataset. Energies are from ωB97M-V with the def2-TZVPD basis set.

## Properties
**Energy relative to the best compared isomer or geometry (same formula, charge and spin)**: 0.140 eV
**HOMO**: -9.95 eV
**Lowest unoccupied orbital energy**: -1.22 eV
**Gap between HOMO and LUMO**: 8.73 eV
**E**: -22835.688 eV

```
! RIJCOSX wB97M-V def2-TZVPD def2/J DEFGRID3
* xyz 0 1
C 0.10 0.68 0.27
O -1.75 0.84 -1.13
I 1.63 1.89 -0.78
O -1.57 2.19 0.53
I 0.24 0.92 2.44
N -1.22 1.27 -0.15
H 0.08 -0.48 0.03
*
```

Here are the Löwdin charges for atoms 1 to 4, given in e: atom 1 (C): -1.0289, atom 2 (O): 0.0731, atom 3 (I): 0.7424, atom 4 (O): -0.0452

***

[3]
Here is a structure of composition CHI2O2S2 in a non-equilibrium geometry from the Open Molecules 2025 dataset. Energies are from ωB97M-V with the def2-TZVPD basis set.

## Properties
**Energy relative to the best compared isomer or geometry (same formula, charge and spin)**: 1.935 eV
**HOMO**: -4.41 eV
**Lowest unoccupied orbital energy**: 2.72 eV
**Gap between HOMO and LUMO**: 7.13 eV
**E**: -43019.380 eV

```
! RIJCOSX wB97M-V def2-TZVPD def2/J DEFGRID3
* xyz -1 1
O -1.00 -1.80 0.56
H 1.15 -0.92 0.05
I -0.42 0.06 -2.11
S -0.75 -0.49 1.29
C 0.54 -0.03 -0.16
O 0.31 -0.63 2.30
S -1.49 2.02 -2.19
I 1.67 1.80 0.26
*
```

Here are the Löwdin charges for atoms 1 to 4, given in e: atom 1 (O): -0.6279, atom 2 (H): -0.0256, atom 3 (I): 0.7605, atom 4 (S): 0.5720

***

[4]
Here is a cluster of 3 separate species, CHI3O in total in a non-equilibrium geometry from the Open Molecules 2025 dataset. Energies are from ωB97M-V with the def2-TZVPD basis set.

## Properties
**Energy relative to the best compared isomer or geometry (same formula, charge and spin)**: 0.314 eV
**HOMO (alpha / beta)**: -7.31 / -9.29 eV
**Lowest unoccupied orbital energy (alpha / beta)**: 0.44 / -3.62 eV
**Gap between HOMO and LUMO (alpha / beta)**: 7.74 / 5.67 eV
**E**: -27400.215 eV

```
! RIJCOSX wB97M-V def2-TZVPD def2/J DEFGRID3
* xyz 0 3
I -1.91 -1.09 -1.94
C -0.30 0.61 1.24
I 2.05 -1.02 -0.60
H -1.87 -0.77 -0.39
O 0.14 0.69 2.29
I 1.89 1.58 -0.60
*
```

Here are the Löwdin charges for atoms 1 to 4, given in e: atom 1 (I): 0.3958, atom 2 (C): -0.2311, atom 3 (I): 0.0897, atom 4 (H): -0.3910

***

[5]
Here is the molecule CHIN2O2S in a non-equilibrium geometry from the Open Molecules 2025 dataset. Energies are from ωB97M-V with the def2-TZVPD basis set.

## Properties
**Energy relative to the best compared isomer or geometry (same formula, charge and spin)**: 0.000 eV
**HOMO**: -9.86 eV
**Lowest unoccupied orbital energy**: -0.21 eV
**Gap between HOMO and LUMO**: 9.65 eV
**E**: -27061.401 eV

```
! RIJCOSX wB97M-V def2-TZVPD def2/J DEFGRID3
* xyz 0 1
N -0.01 0.01 0.43
O 1.28 -0.08 0.92
I -2.83 -0.90 0.45
O 1.86 -2.59 1.61
N -0.35 -1.53 2.10
H -0.12 0.40 -0.50
S 1.31 -1.40 2.18
C -0.85 -0.80 1.05
*
```

Here are the Löwdin charges for atoms 1 to 4, given in e: atom 1 (N): -0.0954, atom 2 (O): -0.3012, atom 3 (I): 0.9198, atom 4 (O): -0.4283

***

[6]
Here is a structure of composition CHINOS in a non-equilibrium geometry from the Open Molecules 2025 dataset. Energies are from ωB97M-V with the def2-TZVPD basis set.

## Properties
**Energy relative to the best compared isomer or geometry (same formula, charge and spin)**: 1.690 eV
**HOMO**: -4.06 eV
**Lowest unoccupied orbital energy**: 3.13 eV
**Gap between HOMO and LUMO**: 7.19 eV
**E**: -23526.758 eV

```
! RIJCOSX wB97M-V def2-TZVPD def2/J DEFGRID3
* xyz -1 1
S -1.26 -1.29 -0.01
C 0.43 -1.66 -0.04
I 3.01 -0.17 0.00
O 0.92 -2.74 0.03
N 0.86 -0.38 0.06
H -0.44 0.16 -0.03
*
```

Here are the Löwdin charges for atoms 1 to 4, given in e: atom 1 (S): 0.5432, atom 2 (C): -1.2570, atom 3 (I): 0.4001, atom 4 (O): -0.1028

***

[7]
Here is a structure of composition CHInLiO2 in a non-equilibrium geometry from the Open Molecules 2025 dataset. Energies are from ωB97M-V with the def2-TZVPD basis set.

## Properties
**Energy relative to the best compared isomer or geometry (same formula, charge and spin)**: 0.000 eV
**HOMO**: -27.72 eV
**Lowest unoccupied orbital energy**: -17.76 eV
**Gap between HOMO and LUMO**: 9.96 eV
**E**: -10487.554 eV

```
! RIJCOSX wB97M-V def2-TZVPD def2/J DEFGRID3
* xyz 3 1
O -0.14 0.70 -0.21
Li -1.97 0.31 0.61
H 0.06 1.42 -0.76
C 0.93 0.04 -0.38
O 1.61 -0.86 -0.34
In -0.49 -1.61 1.09
*
```

Here are the Löwdin charges for atoms 1 to 4, given in e: atom 1 (O): 0.1796, atom 2 (Li): 0.7583, atom 3 (H): 0.2019, atom 4 (C): -0.1562

***

[8]
Here is a structure of composition CHLiO2Sr in a non-equilibrium geometry from the Open Molecules 2025 dataset. Energies are from ωB97M-V with the def2-TZVPD basis set.

## Properties
**Energy relative to the best compared isomer or geometry (same formula, charge and spin)**: 0.000 eV
**HOMO**: -18.91 eV
**Lowest unoccupied orbital energy**: -9.55 eV
**Gap between HOMO and LUMO**: 9.37 eV
**E**: -6170.706 eV

```
! RIJCOSX wB97M-V def2-TZVPD def2/J DEFGRID3
* xyz 2 1
C 0.27 -0.15 0.83
Li -2.08 -0.35 -0.90
O 1.44 0.06 0.63
Sr 1.30 -0.47 -1.59
H -0.43 0.62 1.22
O -0.50 0.29 -0.19
*
```

Here are the Löwdin charges for atoms 1 to 4, given in e: atom 1 (C): -0.4510, atom 2 (Li): 0.8637, atom 3 (O): -0.1241, atom 4 (Sr): 1.9268